1.
{
  "formula": "C13H28INO7S3",
  "method": "ωB97M-V/def2-TZVPD",
  "total_charge": 0,
  "homo_lumo_gap_ev": 9.23,
  "e_homo_ha": -0.31827,
  "elements": ["C", "C", "C", "I", "O", "S", "O", "O", "C", "N", "C", "H", "H", "H", "H", "H", "H", "H", "H", "H", "H", "H", "H", "C", "C", "C", "S", "O", "O", "C", "H", "H", "H", "H", "H", "H", "H", "H", "C", "C", "C", "S", "O", "O", "C", "H", "H", "H", "H", "H", "H", "H", "H"],
  "xyz": [[-1.20785, 1.26448, 1.56433], [-1.84688, 0.37864, 2.71306], [-1.93849, -1.08331, 2.15179], [-3.69060, -1.10411, 0.83405], [-2.06119, -2.02736, 3.22661], [-1.05147, -3.35953, 2.97781], [0.32113, -2.80680, 3.07655], [-1.39625, -3.79561, 1.41014], [-0.21975, -3.99675, 0.60960], [0.06617, -2.82103, -0.21935], [0.64683, -3.19549, -1.53653], [-1.17200, 0.64990, 0.64291], [-0.18680, 1.58665, 1.83766], [-1.86842, 2.13359, 1.38906], [-2.82749, 0.76497, 3.03441], [-1.10440, 0.34059, 3.53165], [-1.03796, -1.25095, 1.53595], [0.65648, -4.36217, 1.17871], [-0.47939, -4.80357, -0.10812], [0.75537, -2.24708, 0.25675], [1.57329, -2.60213, -1.68667], [0.90761, -4.26786, -1.63830], [-0.08676, -2.92295, -2.32548], [-2.06216, 0.69453, -5.78261], [-3.30094, -0.09181, -5.34136], [-2.81122, -1.36196, -4.63825], [-1.20878, -0.96283, -3.94247], [-0.20531, -1.75688, -4.61238], [-1.30866, -0.91999, -2.50596], [-1.12741, 0.70403, -4.57866], [-2.31601, 1.70612, -6.09972], [-1.58277, 0.18710, -6.62402], [-3.88653, 0.51263, -4.64398], [-3.94694, -0.33436, -6.18543], [-3.48209, -1.66670, -3.83734], [-2.67614, -2.18263, -5.34191], [-0.09862, 0.95157, -4.83268], [-1.49433, 1.37391, -3.80019], [4.53197, 2.74991, 3.45434], [3.76514, 4.04730, 3.17875], [2.46352, 3.66798, 2.46476], [2.06060, 2.00862, 3.00869], [2.15020, 1.11835, 1.87590], [0.89328, 2.05374, 3.85761], [3.50800, 1.77697, 4.02803], [5.36208, 2.90836, 4.14270], [4.93898, 2.35572, 2.51941], [3.53493, 4.54175, 4.12593], [4.35229, 4.74449, 2.58066], [1.64745, 4.33845, 2.72686], [2.59119, 3.64394, 1.38313], [3.82742, 0.73770, 3.98318], [3.23965, 2.04406, 5.05072]],
  "atomic_forces_ev_per_a": [[-0.8, -0.3, 0.4], [1.1, -0.5, -1.0], [-0.2, 1.7, 1.0], [0.4, -0.3, 0.2], [0.7, -0.8, -2.0], [0.7, 0.8, 1.2], [-1.7, -0.8, -0.8], [0.9, 0.6, 1.3], [0.2, -0.1, -2.0], [0.6, -1.0, 0.5], [-0.3, 0.6, -0.4], [0.1, 0.6, 0.3], [-0.9, -0.2, -0.3], [0.5, -0.3, -0.1], [0.5, -0.3, 0.0], [-0.6, 0.0, -0.1], [-0.6, -0.3, 0.2], [-0.6, 0.4, 0.2], [-0.1, 0.4, 0.6], [-0.2, 0.0, 0.1], [-0.6, -0.4, -0.1], [-0.1, 0.5, 0.2], [0.7, -0.4, 0.5], [0.0, -0.1, -0.1], [-0.1, 0.1, 0.0], [-0.5, 0.0, -0.2], [-0.1, 0.2, 0.1], [0.0, 0.0, 0.2], [0.2, -0.1, -0.2], [0.0, 0.3, -0.3], [0.0, 0.0, 0.0], [0.0, 0.0, 0.0], [0.0, 0.0, 0.0], [0.0, 0.0, 0.0], [0.2, -0.1, 0.1], [0.1, 0.0, 0.1], [0.0, -0.1, 0.1], [0.0, -0.1, 0.0], [0.0, 0.0, -0.1], [0.1, 0.1, 0.1], [0.2, 0.5, -0.1], [0.2, 0.0, 0.4], [-0.2, 0.1, 0.2], [0.1, -0.2, -0.2], [0.4, 0.0, 0.1], [0.0, 0.0, 0.0], [0.0, 0.0, 0.1], [0.0, 0.0, 0.0], [0.0, 0.0, 0.0], [-0.1, -0.2, -0.1], [-0.1, -0.1, 0.0], [-0.2, 0.0, 0.0], [-0.1, 0.0, 0.0]],
  "mulliken_charge": [-0.098, -0.343, -0.236, -0.006, -0.253, 0.532, -0.473, -0.237, -0.701, -0.001, -0.898, 0.093, -0.382, 0.321, 0.402, 0.217, 0.165, 0.413, 0.394, 0.206, 0.330, 0.388, 0.114, -0.568, -0.648, -0.703, 1.163, -0.701, -0.566, -0.765, 0.345, 0.291, 0.300, 0.326, 0.396, 0.378, 0.393, 0.358, -0.584, -0.615, -0.673, 1.196, -0.643, -0.673, -0.719, 0.352, 0.286, 0.288, 0.321, 0.377, 0.384, 0.411, 0.345]
}

2.
{
  "formula": "C38H66BrFN4OS2",
  "method": "ωB97M-V/def2-TZVPD",
  "total_charge": 0,
  "homo_lumo_gap_ev": 2.84,
  "e_homo_ha": -0.13651,
  "elements": ["C", "C", "C", "C", "C", "C", "C", "C", "C", "C", "C", "C", "C", "C", "C", "C", "C", "C", "F", "N", "C", "C", "C", "Br", "C", "C", "C", "C", "S", "C", "S", "N", "C", "C", "N", "C", "H", "H", "H", "H", "H", "H", "H", "H", "H", "H", "H", "H", "H", "H", "H", "H", "H", "H", "H", "H", "H", "H", "H", "H", "H", "H", "H", "H", "H", "H", "H", "H", "H", "H", "H", "H", "H", "H", "H", "H", "H", "H", "H", "H", "H", "H", "H", "H", "C", "C", "C", "C", "C", "C", "N", "O", "C", "C", "C", "H", "H", "H", "H", "H", "H", "H", "H", "H", "H", "H", "H", "H", "H", "H", "H", "H", "H"],
  "xyz": [[0.91411, -1.73484, 0.48258], [0.14676, -0.65775, 0.60217], [-0.69723, 0.71145, 0.87890], [-0.14212, 1.13076, 2.38380], [-1.49480, 1.58795, 3.14420], [-2.21944, 0.34859, 3.94760], [-3.82622, 0.44691, 3.77413], [-4.36165, 0.11779, 2.28766], [-4.31642, -1.44724, 1.87669], [-5.52157, -1.83073, 0.84328], [-5.26167, -1.27955, -0.67358], [-6.31117, -0.14056, -1.14664], [-5.72783, 1.29895, -0.66564], [-6.17212, 2.53079, -1.63983], [-7.28936, 3.41345, -0.84342], [0.92686, 2.24322, 1.88999], [1.87563, 2.99417, 2.95444], [2.72755, 1.81054, 3.71258], [2.19703, 1.49729, 5.02819], [0.38037, 3.03472, 0.69358], [-0.51316, 4.14461, 1.13720], [-0.74180, 5.35423, 0.10356], [-2.32176, 5.50936, -0.33668], [0.37289, 5.35317, -1.53300], [-0.20576, 1.89650, -0.15576], [-1.52878, 2.16470, -1.02759], [-1.50772, 0.98998, -2.17991], [-0.73256, 1.43938, -3.52823], [1.01185, 0.74227, -3.68426], [0.91888, -1.00596, -4.39355], [1.43952, -1.39371, -5.93372], [0.32448, -2.02073, -3.44173], [-1.14236, -2.15472, -3.39427], [-1.25433, -3.24622, -2.26173], [0.06902, -3.67141, -1.78921], [1.06508, -2.91043, -2.53472], [1.27506, -2.81354, 0.30137], [-1.79381, 0.38421, 0.78291], [0.27983, 0.15589, 2.83788], [-2.26908, 1.88377, 2.31785], [-1.28849, 2.49884, 3.82052], [-1.77398, -0.67937, 3.67124], [-1.99754, 0.53129, 5.07372], [-4.28962, -0.36244, 4.47964], [-4.22396, 1.46204, 4.19556], [-5.47792, 0.46475, 2.24375], [-3.82764, 0.70593, 1.44301], [-3.29511, -1.63002, 1.35676], [-4.40258, -2.05524, 2.86835], [-6.54722, -1.43536, 1.23391], [-5.61012, -2.98023, 0.78807], [-4.17095, -0.89576, -0.82525], [-5.38537, -2.20224, -1.38070], [-6.42778, -0.14320, -2.30265], [-7.38212, -0.27766, -0.71443], [-4.57489, 1.27255, -0.60559], [-6.16655, 1.51855, 0.39226], [-5.24250, 3.20931, -1.82018], [-6.54169, 2.19303, -2.67707], [-6.94533, 3.57912, 0.25838], [-8.29506, 2.82761, -0.80932], [-7.40596, 4.46674, -1.30165], [1.70188, 1.56499, 1.32933], [1.27113, 3.64390, 3.68431], [2.66080, 3.59554, 2.35740], [2.69494, 0.82550, 3.09193], [3.85576, 2.08178, 3.79709], [1.27627, 3.23966, 0.20159], [-1.56425, 3.67455, 1.33848], [-0.21412, 4.62252, 2.16033], [-0.50663, 6.34989, 0.66732], [-2.80040, 6.47465, 0.09106], [-2.42563, 5.54147, -1.49471], [-2.97473, 4.63177, 0.01970], [0.69186, 1.61595, -0.83954], [-2.48637, 2.07291, -0.39138], [-1.56014, 3.15919, -1.60411], [-2.61306, 0.78892, -2.43480], [-1.07022, 0.03299, -1.71605], [-1.38962, 1.10947, -4.42507], [-0.60823, 2.59685, -3.47099], [-1.95640, -1.58387, -3.98940], [-2.29120, -3.59190, -1.91435], [2.20588, -3.01781, -2.40865], [6.94522, -3.93089, -2.42107], [5.82208, -4.02622, -1.36731], [6.40041, -4.56740, -0.03826], [7.30277, -3.60017, 0.72108], [6.97834, -2.13175, 0.46410], [5.53613, -1.86137, -0.02446], [5.30483, -2.65210, -1.23940], [4.03537, -2.46474, -1.77990], [5.47680, -0.35885, -0.38736], [4.54088, -2.11611, 1.12321], [4.81972, -5.09901, -1.85875], [6.55447, -3.58686, -3.38285], [7.41922, -4.90630, -2.58985], [7.73167, -3.23393, -2.12007], [5.57545, -4.85513, 0.62368], [6.95741, -5.49734, -0.21785], [7.22439, -3.81564, 1.79315], [8.35001, -3.78333, 0.45692], [7.19300, -1.55486, 1.37227], [7.68416, -1.75620, -0.28648], [6.13398, -0.13287, -1.23371], [5.80271, 0.26192, 0.45682], [4.46332, -0.03880, -0.65205], [4.77626, -1.48168, 1.98782], [4.54723, -3.15069, 1.47663], [3.51788, -1.87788, 0.82434], [5.31653, -6.07033, -1.97152], [4.39515, -4.85103, -2.83539], [3.99734, -5.23490, -1.14865]],
  "atomic_forces_ev_per_a": [[-5.1, 5.3, 0.5], [3.6, -4.8, -0.8], [3.7, -2.8, 0.0], [-2.3, 0.5, -1.8], [-0.2, -0.2, -0.2], [0.0, 1.4, 0.7], [0.1, -0.9, 0.3], [-0.9, 0.2, -0.1], [-0.3, 0.6, 0.2], [0.5, 0.0, 0.0], [-0.8, -0.9, -0.4], [0.8, 0.6, 0.1], [-0.9, 0.2, -0.5], [0.2, 0.6, 1.1], [0.3, -0.2, 0.0], [2.3, -2.7, 1.0], [-0.1, -0.9, -0.3], [0.2, -0.4, -0.3], [0.7, 0.8, -2.2], [0.5, -1.1, 1.5], [-1.9, 1.2, 0.4], [-1.8, 1.4, 0.9], [-0.2, 0.0, -0.5], [-0.2, -0.2, 0.9], [-1.9, -1.2, -1.0], [0.5, -0.1, -1.2], [-0.7, 0.3, 0.6], [-1.0, -0.4, 0.7], [-0.5, -0.5, -0.6], [-0.4, -1.0, -0.4], [-0.9, 0.8, 3.0], [-0.1, 0.1, -0.4], [2.1, -3.7, 4.3], [2.1, 2.9, -2.9], [-0.4, 3.5, -3.7], [-5.4, -0.7, 0.4], [-0.5, 2.4, 0.3], [1.7, 1.0, 0.3], [-0.2, 2.1, -0.6], [1.5, -0.1, 1.6], [-0.5, -1.5, -0.8], [-0.9, 1.7, 0.2], [-0.3, -0.5, -1.9], [0.8, 1.4, -1.3], [0.9, -1.7, -1.0], [2.0, -0.6, 0.1], [-0.8, -0.7, 1.6], [-1.7, -0.1, 1.0], [0.2, 0.8, -1.9], [1.9, -0.6, -0.6], [0.2, 1.8, 0.2], [-1.9, -0.6, 0.4], [0.3, 1.7, 1.2], [0.4, 0.0, 1.9], [1.9, 0.0, -0.6], [-1.8, -0.1, -0.1], [1.1, -0.3, -1.8], [-1.6, -1.1, 0.3], [0.5, 0.4, 1.7], [-0.5, -0.4, -2.0], [1.7, 1.2, -0.1], [-0.1, -1.8, 0.6], [-1.3, 1.0, 1.0], [1.2, -1.0, -1.0], [-1.4, -0.6, 1.1], [-0.1, 1.7, 1.1], [-2.2, -0.2, 0.2], [-1.1, 1.1, 0.3], [2.1, 0.7, -0.5], [0.0, -1.2, -2.0], [-0.1, -2.0, -1.2], [1.0, -1.6, -0.7], [0.3, 0.0, 2.1], [1.2, 1.2, -0.4], [-1.8, 0.0, 1.2], [1.6, 0.2, -0.9], [0.2, -1.3, 1.1], [1.7, 0.2, 0.3], [-0.6, 1.3, -0.9], [1.3, 0.8, 1.4], [0.0, -2.1, -0.5], [2.1, -1.1, 1.1], [2.2, 0.2, -0.3], [-1.2, 0.6, -0.1], [0.3, -0.4, -0.1], [0.6, -0.3, 0.0], [-0.1, -0.1, 0.1], [0.2, -0.1, 0.2], [0.1, 0.1, -0.2], [0.3, -0.2, -0.1], [-0.1, 0.4, -0.1], [-0.9, 0.1, 0.1], [-0.2, 0.0, -0.1], [-0.2, 0.0, 0.3], [-0.3, 0.4, 0.0], [-0.1, 0.1, 0.2], [0.0, -0.1, 0.0], [-0.1, 0.0, 0.1], [-0.1, 0.1, -0.2], [-0.1, 0.1, -0.1], [0.0, 0.0, -0.1], [-0.1, 0.0, 0.0], [-0.2, 0.1, -0.1], [-0.3, 0.1, -0.1], [-0.1, -0.2, 0.1], [0.0, -0.1, 0.1], [0.0, -0.3, -0.1], [0.1, 0.0, 0.0], [0.1, 0.0, -0.1], [0.1, 0.0, -0.2], [0.2, 0.2, 0.2], [0.0, 0.2, 0.2], [0.0, 0.1, -0.1]],
  "mulliken_charge": [-0.701, -1.272, 2.147, 0.347, 0.152, -0.775, -1.068, 0.944, -0.434, -0.870, 0.024, -1.008, 1.425, -0.347, -1.057, -1.400, -0.610, -0.172, -0.325, 0.200, 0.141, -0.293, -0.823, -0.095, 0.095, 0.182, 0.069, -0.617, -0.029, -0.119, -0.103, 0.306, -0.142, -0.386, -0.560, -0.188, 0.557, -1.163, 0.768, -0.408, 0.494, 0.309, 0.351, 0.442, 0.274, 0.455, -0.925, 0.078, 0.359, 0.366, 0.299, -0.177, 0.387, 0.398, 0.213, -1.217, 0.098, 0.136, 0.351, 0.258, 0.261, 0.367, 0.511, 0.412, 0.337, 0.116, 0.338, 0.715, -0.272, 0.360, 0.484, 0.317, 0.267, 0.189, -0.351, -0.516, 0.099, 0.356, -0.227, 0.382, 0.211, 0.361, 0.331, 0.607, -1.699, 1.571, -1.316, -0.605, -1.580, 2.016, 0.072, -0.789, -1.810, -0.934, -1.785, 0.358, 0.386, 0.308, 0.335, 0.551, 0.316, 0.367, 0.504, 0.324, 0.416, 0.360, 0.196, 0.326, 0.352, -0.317, 0.415, 0.322, 0.341]
}

3.
{
  "formula": "C16H29NO8PS",
  "method": "ωB97M-V/def2-TZVPD",
  "total_charge": 1,
  "homo_lumo_gap_ev": 6.05,
  "e_homo_ha": -0.42894,
  "elements": ["C", "C", "C", "C", "C", "O", "O", "C", "C", "C", "C", "O", "N", "S", "C", "O", "O", "C", "P", "C", "O", "H", "H", "H", "H", "H", "H", "H", "H", "H", "H", "H", "H", "H", "H", "H", "H", "H", "C", "C", "O", "H", "H", "H", "H", "H", "H", "C", "C", "O", "H", "H", "H", "H", "H", "H"],
  "xyz": [[1.38028, 2.36888, 2.67186], [-0.02444, 1.61667, 2.13876], [0.42492, 0.36832, 1.17557], [1.30496, -0.80076, 1.97450], [1.65736, -0.82686, 3.56836], [2.85702, -0.42293, 4.03816], [0.63637, -1.37799, 4.49258], [1.80012, -2.05014, 1.04515], [1.46402, -2.06416, -0.57884], [2.03958, -3.42247, -1.31108], [2.05793, -4.77393, -0.33521], [0.90207, -5.21111, 0.18735], [0.67631, -0.94662, -1.30506], [0.42933, -0.96168, -3.03243], [1.67339, -1.88444, -4.10997], [0.82222, 0.50081, -3.50904], [-0.96273, -1.42011, -3.50457], [0.09234, 0.22253, -0.46537], [-1.04208, 1.62386, -1.08622], [-2.64573, 1.78431, 0.02941], [-1.84394, 1.31710, -2.60293], [1.53589, 2.17959, 3.83116], [1.40869, 3.50483, 2.39396], [2.28186, 1.83264, 2.12334], [-0.70998, 1.29710, 3.05521], [-0.56831, 2.50556, 1.61064], [0.95926, -1.19077, 5.42485], [2.42648, -2.88325, 1.60624], [3.07178, -3.23818, -1.84239], [1.19849, -3.71625, -2.10837], [3.01700, -5.40848, -0.11312], [1.50236, -3.04384, -4.16139], [1.70983, -1.40492, -5.20209], [2.75014, -1.64168, -3.65167], [-3.62670, 1.87061, -0.59384], [-2.50943, 2.84747, 0.55724], [-2.63583, 0.93084, 0.82896], [-2.53026, 2.02005, -2.79058], [1.36078, 7.00179, 4.75579], [1.09095, 6.67966, 3.30060], [-0.00378, 5.78121, 3.19758], [1.58266, 6.08840, 5.31741], [2.20507, 7.69006, 4.85280], [0.48022, 7.45602, 5.22172], [1.96552, 6.20592, 2.84485], [0.85556, 7.58638, 2.73499], [-0.77727, 6.21449, 3.59758], [-2.78118, -4.19274, -4.41142], [-4.12590, -4.35283, -3.73298], [-4.63770, -5.65561, -3.97190], [-2.87215, -4.35826, -5.48996], [-2.37489, -3.19188, -4.24060], [-2.06688, -4.93224, -4.03496], [-4.84272, -3.62666, -4.12777], [-4.04090, -4.20158, -2.65253], [-3.99797, -6.29278, -3.61030]],
  "atomic_forces_ev_per_a": [[0.7, -1.1, 0.0], [0.7, 1.2, -0.1], [1.2, -2.8, -0.1], [-1.3, -0.7, -4.7], [4.5, 1.2, 3.8], [-8.0, -2.6, -3.5], [3.0, 2.1, -2.4], [-2.1, 3.6, -1.4], [0.7, 0.3, 3.8], [-1.3, 0.0, -0.6], [-5.8, -1.6, 2.5], [7.2, 3.0, -3.4], [1.4, -1.1, 5.6], [-2.9, 4.9, -7.5], [2.6, -1.0, 0.2], [-1.4, -5.3, 3.0], [4.9, 1.0, 2.9], [0.6, -2.3, 2.7], [-1.5, 0.9, -1.5], [0.4, 0.6, 1.3], [0.6, 0.4, 1.8], [-0.4, 0.6, -2.5], [-0.3, -2.3, 0.7], [-1.8, 1.3, 1.2], [1.6, 0.3, -2.2], [0.8, -2.2, 0.6], [-0.1, -0.2, -1.5], [-1.5, 1.7, -1.8], [-2.1, -0.3, 1.2], [2.0, 0.5, 1.6], [-1.5, 1.4, -0.7], [0.1, 2.4, 0.2], [-0.9, -0.7, 2.7], [-2.4, -0.6, -0.9], [2.0, -0.6, 1.0], [-0.3, -2.5, -1.0], [-0.4, 1.7, -1.5], [1.2, -0.9, 0.6], [0.2, 0.0, 0.2], [-0.1, 0.3, 0.3], [-0.5, -0.3, -0.1], [0.0, 0.1, -0.1], [-0.1, 0.0, 0.1], [0.1, 0.1, -0.1], [-0.2, -0.1, 0.0], [0.2, 0.0, 0.0], [0.4, -0.2, -0.2], [0.1, 0.3, -0.2], [0.3, -0.3, 0.0], [0.0, -0.3, 0.1], [-0.1, 0.1, 0.1], [0.0, -0.1, 0.0], [0.0, 0.1, 0.1], [0.0, -0.3, 0.0], [0.0, 0.2, 0.0], [-0.4, 0.3, -0.2]],
  "mulliken_charge": [-0.825, -0.318, -0.120, 0.490, 0.071, -0.469, -0.440, -0.901, 0.835, -0.207, -0.250, -0.443, 0.140, 0.770, -0.841, -0.543, -0.480, 0.475, 0.373, -0.872, -0.492, 0.246, 0.157, 0.368, 0.411, 0.027, 0.404, 0.264, 0.368, 0.096, 0.341, 0.324, 0.379, 0.316, 0.369, 0.307, 0.250, 0.346, -1.027, -0.201, -0.482, 0.262, 0.324, 0.331, 0.273, 0.263, 0.283, -0.623, -0.304, -0.519, 0.275, 0.060, 0.308, 0.295, 0.259, 0.297]
}

4.
{
  "formula": "C2H6N2",
  "method": "ωB97M-V/def2-TZVPD",
  "total_charge": 0,
  "smiles": "N#N.CC",
  "homo_lumo_gap_ev": 13.04,
  "de_lowest_ev": 0.000,
  "e_homo_ha": -0.43036,
  "elements": ["N", "N", "C", "C", "H", "H", "H", "H", "H", "H"],
  "xyz": [[2.65776, 0.30561, 0.04078], [3.47655, -0.46625, -0.00952], [-1.35931, -0.42359, 0.02497], [-0.14904, 0.50734, -0.00751], [-1.30753, -1.18117, -0.78838], [-1.40590, -0.95351, 0.97389], [-2.30713, 0.12648, -0.10573], [0.68431, -0.15469, 0.01506], [-0.15359, 1.19810, 0.80550], [-0.13611, 1.04168, -0.94907]],
  "atomic_forces_ev_per_a": [[4.6, -3.3, -0.2], [-3.7, 3.4, 0.2], [-0.7, 0.1, -0.5], [-1.3, -1.1, -0.8], [0.0, 0.5, 0.5], [-0.1, -0.1, 0.0], [0.3, -0.2, 0.1], [0.5, 0.0, 0.2], [0.2, 0.4, 0.6], [0.2, 0.3, -0.2]],
  "mulliken_charge": [0.117, -0.169, -0.899, -0.731, 0.275, 0.287, 0.282, 0.224, 0.323, 0.291]
}